Entry 1:
This record from the OMol25 dataset describes a 2-piece molecular cluster, C3H10O2S overall at a distorted geometry. The level of theory is ωB97M-V/def2-TZVPD.

Geometry as XYZ:
```
16
Properties=species:S:1:pos:R:3:forces:R:3
O 0.9595 0.5048 0.9018 0.14 0.14 0.85
S 0.8422 2.2611 3.5191 0.03 0.17 -0.03
C 0.0000 0.0000 0.0000 -0.56 -0.30 0.25
C 1.0036 -0.1656 2.1751 0.22 -0.02 -0.18
C 1.6958 0.7017 3.2490 0.28 -1.41 -0.95
H 0.6628 2.5621 2.2154 0.14 -0.15 0.22
H 0.2107 -1.0450 -0.2830 -0.01 0.22 0.07
H -0.0434 0.6110 -0.9173 0.28 -0.11 0.55
H -0.9847 0.0386 0.4954 0.07 -0.12 -0.34
H 0.0204 -0.4370 2.6053 -0.01 0.22 -0.73
H 1.5812 -1.1002 2.0394 -0.19 0.23 0.15
H 1.6220 0.0686 4.1541 0.11 0.67 -0.17
H 2.7655 0.7699 2.9723 -0.51 0.46 0.31
O -2.0521 4.1386 -0.3806 0.81 -0.07 0.93
H -2.1975 3.7617 0.5167 0.19 0.42 -0.94
H -1.1243 4.4659 -0.3648 -0.99 -0.36 0.02
```
Forces are in eV/Å.

Calculated values
Energy in a.u.: -668.92986
Orbital gap in hartree: 0.359
Energy relative to the best compared isomer or geometry (same formula, charge and spin) in kcal per mole: 12.8
2S+1: 1
Lowest unoccupied orbital energy in eV: 0.56
E_HOMO in hartree: -0.33825
SMILES: COCCS.O

Entry 2:
This record from the OMol25 dataset describes C50H58N4O5P2S2Si2W as an isolated structure. The level of theory is ωB97M-V/def2-TZVPD.

Geometry as XYZ:
```
124
Properties=species:S:1:pos:R:3:forces:R:3
W 0.0691 0.3336 -0.4232 0.47 0.30 0.41
C -0.7924 -2.2343 1.5844 0.11 0.02 0.01
P -0.8381 -0.3966 1.8681 0.10 -0.01 0.07
C 0.2677 -0.3507 3.3308 -0.01 -0.01 -0.02
C -0.2291 0.2732 4.4733 -0.02 0.03 -0.02
C 0.4922 0.2702 5.6601 0.00 0.01 0.00
C 1.7256 -0.3583 5.7150 0.02 0.00 0.00
C 2.2281 -0.9927 4.5843 -0.02 0.00 0.01
C 1.5003 -0.9970 3.4057 0.01 0.01 0.00
C 1.1742 2.9091 3.3465 -0.05 -0.02 -0.02
C -0.1060 3.4360 3.4139 -0.01 0.00 0.01
C -0.4564 4.2240 4.5011 0.02 0.00 0.00
C 0.4616 4.4706 5.5127 0.00 0.00 0.00
C 1.7380 3.9290 5.4327 0.01 0.00 0.00
C 2.1020 3.1495 4.3454 -0.01 -0.02 0.02
C 0.2989 -2.6077 0.6363 -0.02 0.07 0.03
C 0.8544 -3.8332 0.3601 0.05 0.01 0.04
C 1.7897 -3.6422 -0.6884 0.01 -0.02 0.01
C 1.7564 -2.3095 -1.0114 0.01 0.00 0.06
C 2.6142 -1.5179 -1.9441 0.01 -0.01 0.00
P 2.2497 0.2048 -1.5516 0.05 -0.03 -0.22
C 3.0143 1.2706 -2.8002 0.04 -0.03 -0.01
C 2.3676 1.6682 -3.9636 -0.01 0.01 -0.01
C 3.0349 2.4345 -4.9086 0.00 0.00 0.00
C 4.3528 2.8070 -4.6925 0.00 0.00 0.00
C 5.0049 2.4148 -3.5303 0.00 0.01 -0.01
C 4.3402 1.6516 -2.5849 -0.01 -0.01 0.02
C 2.7831 0.6598 0.0340 -0.32 -0.03 -0.06
C 2.8382 2.1489 0.3127 0.09 0.04 0.10
C 4.0418 2.5340 1.1271 0.00 0.00 -0.03
C 4.7511 1.6293 1.8095 -0.01 0.02 0.01
C 4.4644 0.2090 1.7352 -0.03 -0.03 -0.06
C 3.5475 -0.2416 0.8562 0.06 -0.03 0.10
N 0.8503 -1.6528 -0.1968 -0.05 -0.13 -0.15
H -1.7659 -2.5730 1.2292 -0.01 0.02 -0.01
H -0.6426 -2.7043 2.5579 -0.03 -0.03 -0.02
H -1.1956 0.7636 4.4330 0.01 -0.01 0.00
H 0.0903 0.7629 6.5367 0.00 0.00 0.00
H 2.2943 -0.3604 6.6367 0.00 0.00 0.00
H 3.1900 -1.4892 4.6234 0.00 0.00 0.00
H 1.8904 -1.5054 2.5342 0.01 0.01 0.00
H -0.8259 3.1946 2.6427 0.00 0.00 0.00
H -1.4570 4.6326 4.5637 0.00 0.00 0.00
H 0.1820 5.0786 6.3630 0.00 0.00 0.00
H 2.4551 4.1139 6.2224 0.00 0.00 0.00
H 3.0841 2.7033 4.2598 0.00 0.00 0.00
H 0.6197 -4.7570 0.8653 0.00 0.00 0.00
H 2.4414 -4.3817 -1.1277 -0.01 0.00 0.00
H 2.3800 -1.6787 -2.9993 -0.01 -0.01 0.00
H 3.6809 -1.7090 -1.7999 0.00 0.02 -0.01
H 1.3410 1.3858 -4.1348 -0.02 -0.01 -0.01
H 2.5206 2.7435 -5.8096 0.00 0.00 0.00
H 4.8725 3.4077 -5.4276 0.00 0.00 0.00
H 6.0321 2.7079 -3.3574 0.00 0.00 0.00
H 4.8403 1.3599 -1.6677 0.00 0.00 0.00
H 2.8348 2.7233 -0.6230 -0.04 0.01 0.00
H 4.2938 3.5873 1.1814 0.01 0.00 -0.01
H 5.5867 1.9592 2.4164 0.00 0.00 0.00
H 5.0319 -0.4843 2.3411 -0.01 0.00 0.00
H 3.3930 -1.3084 0.7299 -0.01 0.00 0.02
O 1.5431 2.0660 2.3200 0.04 0.01 0.01
C 1.5449 2.5740 1.0310 0.02 -0.03 -0.10
O 0.4791 2.0262 0.2697 -0.23 -0.14 0.14
H 1.4098 3.6611 1.0484 0.01 0.00 -0.01
N -1.5771 -0.6184 -0.7032 -0.31 0.15 -0.31
C -2.7520 -1.0646 -0.6103 -0.02 -0.18 0.33
N -3.1715 -2.2756 -1.0362 0.10 0.04 -0.15
C -2.1859 -3.2736 -1.4566 -0.06 -0.03 0.00
C -2.5369 -3.7883 -2.8392 0.00 0.02 -0.01
O -3.8546 -4.3110 -2.8661 0.01 -0.01 0.00
C -4.7980 -3.3156 -2.5201 -0.01 0.00 0.00
C -4.5422 -2.7609 -1.1264 0.06 0.03 0.08
H -2.2207 -4.1059 -0.7464 0.02 0.01 0.02
H -1.1875 -2.8431 -1.4285 -0.02 0.01 -0.01
H -1.8653 -4.5998 -3.1159 -0.01 -0.01 0.00
H -2.4393 -2.9822 -3.5775 0.00 0.00 0.01
H -5.7791 -3.7884 -2.5497 0.00 0.00 -0.01
H -4.7738 -2.5039 -3.2585 0.01 0.01 0.01
H -4.6844 -3.5500 -0.3830 0.00 0.01 0.02
H -5.2402 -1.9559 -0.9126 -0.03 0.04 0.01
O -3.6010 -2.7185 4.2721 0.03 0.01 0.01
S -4.6967 -2.4305 3.4036 -0.05 0.02 -0.04
O -5.7449 -3.3872 3.2260 0.01 -0.01 0.02
N -4.1085 -2.0083 1.8925 -0.05 -0.02 -0.12
C -4.3993 -0.7930 1.6250 0.00 0.05 0.12
S -3.9726 0.0463 0.1723 -0.06 -0.01 -0.19
C -5.1421 -0.0195 2.6629 0.05 -0.07 -0.02
C -5.5606 1.2992 2.6581 -0.01 0.01 0.01
C -6.2320 1.7704 3.7800 0.02 -0.01 0.00
C -6.4688 0.9430 4.8733 0.00 0.01 0.00
C -6.0409 -0.3804 4.8772 0.02 -0.01 -0.01
C -5.3793 -0.8307 3.7560 -0.02 0.01 0.00
H -5.3679 1.9488 1.8134 0.01 -0.01 0.00
H -6.5710 2.7973 3.8064 0.00 0.00 0.00
H -6.9908 1.3365 5.7353 0.00 0.00 0.00
H -6.2165 -1.0284 5.7250 0.00 0.00 0.00
C -0.9815 4.4956 -2.3810 0.02 0.01 0.02
Si -1.8664 3.0076 -1.6491 -0.01 -0.02 0.03
C -2.1158 3.3920 0.1727 -0.03 0.02 -0.01
C -3.6055 2.9792 -2.3729 0.01 0.02 0.01
C -0.8010 1.5025 -2.0939 0.13 -0.02 -0.14
Si -1.3769 0.6029 -3.6395 -0.04 0.00 0.02
C -1.2536 1.7431 -5.1412 0.01 -0.02 -0.01
C -0.3319 -0.9196 -4.0170 0.02 -0.01 0.02
C -3.1796 0.0377 -3.6870 0.01 0.03 -0.02
H -1.5550 5.4130 -2.2267 0.01 0.00 0.00
H -0.8068 4.3804 -3.4529 -0.01 0.00 -0.01
H -0.0077 4.6253 -1.8999 0.00 0.00 0.00
H -2.8405 4.2083 0.2500 -0.03 -0.02 0.00
H -1.1860 3.7247 0.6298 -0.04 0.03 -0.03
H -2.4925 2.5427 0.7463 0.03 -0.03 0.03
H -4.1006 3.9037 -2.0614 0.00 0.00 0.00
H -4.2075 2.1475 -2.0052 -0.02 -0.03 0.01
H -3.6242 2.9509 -3.4624 0.01 -0.01 -0.02
H 0.0987 2.0370 -2.4460 -0.03 -0.01 -0.04
H -0.2362 2.0082 -5.4330 0.03 0.01 0.03
H -1.7959 2.6754 -4.9682 -0.01 0.00 0.00
H -1.7191 1.2504 -5.9998 0.01 0.00 -0.01
H -0.3249 -1.6251 -3.1815 0.01 0.00 -0.01
H 0.7053 -0.6717 -4.2509 0.01 0.01 0.00
H -0.7400 -1.4336 -4.8922 0.00 -0.01 0.01
H -3.7867 0.7826 -4.2020 -0.01 0.02 0.00
H -3.6488 -0.1513 -2.7253 0.00 -0.01 0.03
H -3.2400 -0.8841 -4.2716 0.00 0.00 0.01
```
Forces are in eV/Å.

Calculated values
Energy in a.u.: -4660.49820
Orbital gap (alpha / beta) in hartree: 0.213 / 0.213
Energy relative to the best compared isomer or geometry (same formula, charge and spin) in kcal per mole: 0.0
2S+1: 1
Lowest unoccupied orbital energy (alpha / beta) in eV: -1.01 / -1.01
E_HOMO (alpha / beta) in hartree: -0.25047 / -0.25047

Entry 3:
This record from the OMol25 dataset describes a 2-piece molecular cluster, C4H12N3 overall at a distorted geometry. The level of theory is ωB97M-V/def2-TZVPD.

Geometry as XYZ:
```
19
Properties=species:S:1:pos:R:3:forces:R:3
C -2.7195 -0.0890 -0.2881 -1.55 -0.32 -1.83
C 0.3573 0.8663 0.7982 -0.41 0.26 -0.64
C 1.1476 -0.2626 0.2994 0.30 -1.46 -1.65
C 0.6832 -1.7076 0.4962 -2.09 1.72 3.46
N -1.5675 0.3908 -0.2840 1.35 -0.40 -0.30
N 1.1877 -0.0165 -1.1243 2.24 -0.44 -3.83
N 0.6044 2.0727 0.3483 1.55 -3.45 -0.65
H -3.4565 -0.1442 -1.1340 1.09 0.33 0.17
H -3.1392 -0.5853 0.5429 -0.16 -0.10 1.55
H -0.3372 0.5665 1.5149 -0.69 0.90 1.92
H 2.0983 -0.1316 0.8077 0.62 0.08 -0.20
H 0.2818 -1.7639 1.5860 0.17 -0.05 -1.63
H 1.4873 -2.4280 0.5737 0.00 -0.14 -1.16
H -0.1895 -1.7405 -0.1850 0.75 -1.28 0.38
H -1.1036 0.6385 -1.1626 -0.92 0.48 -0.11
H 2.1580 0.0241 -1.5104 -1.04 0.11 0.59
H 0.3910 2.8418 0.8552 -1.32 2.90 1.78
H 0.7380 -0.6998 -1.8237 0.61 0.97 2.23
H 1.3783 2.1683 -0.3104 -0.51 -0.12 -0.07
```
Forces are in eV/Å.

Calculated values
Charge: +1
Energy in a.u.: -323.54607
Orbital gap in hartree: 0.374
Energy relative to the best compared isomer or geometry (same formula, charge and spin) in kcal per mole: 83.0
2S+1: 1
Lowest unoccupied orbital energy in eV: -3.76
E_HOMO in hartree: -0.51200